(one)
A cluster of 2 separate species, C8H12S in total. Source: the Open Molecules 2025 dataset; level of theory: the ωB97M-V functional and the def2-TZVPD basis.

Last column: natural (NBO) charge in e.
Element x y z (Å)
S1 -0.571 1.739 1.094  0.18
C1 -0.273 0.317 2.034  -0.78
C2 -0.057 -1.486 -0.784  -0.25
C3 1.118 -2.092 -0.953  -0.20
C4 -2.488 1.696 1.240  -0.71
C5 0.853 0.599 -1.566  -0.21
C6 -0.221 -0.166 -1.156  -0.20
C7 2.269 -1.390 -1.312  -0.24
C8 2.148 0.004 -1.601  -0.21
H1 -2.972 1.777 0.243  0.22
H2 -1.177 0.373 -1.290  0.22
H3 0.864 0.075 1.849  0.25
H4 0.802 1.601 -1.818  0.21
H5 -0.297 0.581 3.148  0.22
H6 -2.619 0.740 1.708  0.21
H7 -0.950 -1.945 -0.474  0.21
H8 2.965 0.731 -1.639  0.21
H9 3.196 -1.990 -1.417  0.22
H10 -0.974 -0.377 1.661  0.22
H11 -2.819 2.509 1.975  0.23
H12 1.203 -3.298 -0.943  0.21

Calculated values
SMILES = c1ccccc1.CSC
LUMO = 0.92 eV
Highest occupied orbital energy = -0.292 hartree

---

(two)
An isolated molecule of C8H12S. Source: the Open Molecules 2025 dataset; level of theory: the ωB97M-V functional and the def2-TZVPD basis.

Last column: natural (NBO) charge in e.
Element x y z (Å)
S1 1.611 -2.234 0.016  0.03
C1 -0.879 -1.130 -0.063  -0.42
C2 2.814 0.626 0.116  -0.48
C3 1.460 2.192 -0.030  -0.18
C4 -1.834 0.059 0.096  -0.40
C5 2.756 2.069 -0.013  -0.18
C6 1.274 0.545 0.071  -0.04
C7 0.688 -0.741 0.051  -0.17
C8 -3.227 -0.490 -0.027  -0.60
H1 -1.152 -1.629 -0.953  0.20
H2 -1.525 0.810 -0.592  0.21
H3 -4.102 0.252 -0.040  0.22
H4 -3.154 -1.054 -0.960  0.19
H5 3.350 0.172 -0.707  0.23
H6 -3.375 -1.246 0.820  0.21
H7 3.002 0.364 1.204  0.22
H8 0.698 -2.924 -0.677  0.13
H9 3.467 2.894 0.018  0.22
H10 -1.748 0.349 1.221  0.20
H11 0.771 2.949 -0.303  0.21
H12 -0.894 -1.833 0.751  0.21

Calculated values
SMILES = CCC/C(S)=C1\C=CC1
LUMO = 0.82 eV
Highest occupied orbital energy = -0.297 hartree

---

Stability comparison, relative energies in eV: (one) 0.000; (two) 2.340

---

(one)
An isolated molecule of C7H10S. Source: the Open Molecules 2025 dataset; level of theory: the ωB97M-V functional and the def2-TZVPD basis.

Last column: natural (NBO) charge in e.
Element x y z (Å)
S1 -0.091 1.052 -0.440  0.27
C1 -0.260 0.027 2.589  -0.64
C2 -1.649 -1.806 1.611  -0.37
C3 -0.109 -0.652 0.109  -0.18
C4 1.240 1.036 -1.601  -0.37
C5 1.192 1.676 -2.758  -0.40
C6 -0.736 -0.848 1.445  -0.03
C7 0.368 -1.659 -0.620  -0.42
H1 -2.012 -2.413 0.793  0.20
H2 0.762 -1.532 -1.634  0.21
H3 0.842 -0.036 2.665  0.22
H4 0.382 -2.681 -0.212  0.21
H5 2.067 1.741 -3.413  0.21
H6 0.270 2.213 -3.094  0.21
H7 -0.685 -0.311 3.531  0.22
H8 -0.520 1.064 2.426  0.23
H9 -2.064 -2.021 2.575  0.19
H10 2.129 0.495 -1.257  0.22

Calculated values
SMILES = C=CSC(=C)C(=C)C
LUMO = 0.95 eV
Highest occupied orbital energy = -0.308 hartree

---

(two)
A cluster of 2 separate species, C7H10S in total. Source: the Open Molecules 2025 dataset; level of theory: the ωB97M-V functional and the def2-TZVPD basis.

Last column: natural (NBO) charge in e.
Element x y z (Å)
S1 -1.617 1.474 0.274  0.18
C1 0.598 -0.303 -0.112  -0.44
C2 3.152 0.184 -0.393  -0.14
C3 -1.932 -0.950 -0.020  -0.38
C4 -0.804 0.040 -0.522  -0.30
C5 3.057 0.747 0.742  -0.22
C6 1.810 0.716 -0.203  -0.23
C7 -2.855 0.203 0.475  -0.51
H1 0.493 -0.579 0.984  0.20
H2 0.938 -1.194 -0.544  0.21
H3 1.524 1.773 -0.716  0.18
H4 -1.616 -1.609 0.834  0.20
H5 3.397 1.039 1.744  0.24
H6 -0.865 0.131 -1.594  0.20
H7 -3.543 0.291 -0.401  0.19
H8 -3.414 0.035 1.325  0.21
H9 4.132 -0.496 -1.213  0.20
H10 -2.455 -1.502 -0.660  0.20

Calculated values
LUMO = 1.05 eV
Highest occupied orbital energy = -0.310 hartree

---

(three)
A structure of composition C7H10S. Source: the Open Molecules 2025 dataset; level of theory: the ωB97M-V functional and the def2-TZVPD basis.

Last column: natural (NBO) charge in e.
Element x y z (Å)
S1 -0.997 0.171 -0.465  1.28
C1 -1.061 -0.913 0.841  -0.72
C2 -2.064 1.375 -0.736  -0.97
C3 1.212 -0.479 -0.246  -0.28
C4 0.491 -0.393 -1.587  -0.59
C5 0.681 0.196 1.770  -0.42
C6 0.603 0.827 0.373  -0.31
C7 0.394 -1.074 1.030  -0.26
H1 1.010 1.854 0.091  0.22
H2 -1.853 -1.730 0.636  0.23
H3 -0.136 0.697 2.462  0.23
H4 1.634 0.514 2.057  0.22
H5 0.942 -1.961 1.342  0.24
H6 0.902 0.406 -2.172  0.22
H7 -1.828 2.117 -1.398  0.23
H8 2.216 -0.529 -0.143  0.22
H9 -3.105 1.113 -0.778  0.23
H10 0.482 -1.304 -2.313  0.22

Calculated values
LUMO = 0.76 eV
Highest occupied orbital energy = -0.272 hartree

---

Stability comparison, relative energies in eV: (one) 0.000; (two) 3.804; (three) 6.654

---

(one)
An isolated molecule of C15H21N5O3. Source: the Open Molecules 2025 dataset; level of theory: the ωB97M-V functional and the def2-TZVPD basis.

Last column: natural (NBO) charge in e.
Element x y z (Å)
O1 -0.948 0.387 -2.148  -0.64
O2 3.049 -0.972 1.164  -0.49
O3 2.227 -2.318 -0.855  -0.50
N1 -2.721 2.923 0.861  -0.30
N2 -2.464 0.445 -0.472  -0.63
N3 -2.007 4.384 -0.622  -0.25
N4 -3.022 4.833 0.089  -0.16
N5 -3.454 3.969 0.974  -0.02
C1 1.468 -1.767 -3.115  -0.65
C2 -2.508 -1.808 0.487  -0.43
C3 -0.808 2.206 -0.585  -0.54
C4 -0.110 -2.103 -0.185  -0.31
C5 0.770 -0.646 1.993  -0.29
C6 -1.037 -1.616 0.733  -0.02
C7 3.603 -0.138 2.156  -0.06
C8 1.696 -1.126 1.086  0.24
C9 -0.587 -0.884 1.814  -0.23
C10 1.889 -2.846 -2.122  -0.06
C11 -2.962 -0.896 -0.666  -0.22
C12 3.434 1.348 1.843  -0.64
C13 -1.411 0.914 -1.160  0.71
C14 1.245 -1.869 -0.031  0.35
C15 -1.824 3.169 -0.125  0.28
H1 2.283 -1.062 -3.256  0.21
H2 -2.548 -1.247 -1.614  0.23
H3 1.115 -3.619 -2.029  0.16
H4 -1.289 -0.487 2.533  0.21
H5 -0.185 1.894 0.258  0.26
H6 2.383 1.627 1.837  0.21
H7 2.810 -3.329 -2.462  0.19
H8 -3.420 5.751 -0.042  0.42
H9 -3.067 -1.555 1.390  0.21
H10 -0.473 -2.661 -1.033  0.22
H11 1.227 -2.223 -4.072  0.21
H12 -2.727 -2.844 0.225  0.22
H13 -0.180 2.669 -1.345  0.26
H14 3.852 1.564 0.863  0.22
H15 3.191 -0.377 3.145  0.17
H16 -4.053 -0.878 -0.734  0.20
H17 3.953 1.943 2.590  0.21
H18 -2.741 0.928 0.375  0.42
H19 0.602 -1.215 -2.757  0.25
H20 4.666 -0.393 2.158  0.19
H21 1.084 -0.077 2.854  0.22

Calculated values
SMILES = CCOc1ccc(CCNC(=O)Cc2nn[nH]n2)cc1OCC
LUMO = 0.88 eV
Highest occupied orbital energy = -0.287 hartree

---

(two)
An isolated molecule of C15H21N5O3. Source: the Open Molecules 2025 dataset; level of theory: the ωB97M-V functional and the def2-TZVPD basis.

Last column: natural (NBO) charge in e.
Element x y z (Å)
O1 0.772 -1.860 0.871  -0.63
O2 -1.333 1.742 -0.909  -0.64
O3 -5.557 1.198 0.712  -0.63
N1 -4.380 -0.700 0.327  -0.41
N2 -3.450 1.434 -0.086  -0.45
N3 2.435 -0.881 -0.289  -0.44
N4 -1.152 -1.324 -0.866  -0.30
N5 -2.877 -2.548 -0.172  -0.49
C1 -5.461 -1.557 0.763  -0.41
C2 2.943 -0.192 -1.456  -0.21
C3 -3.668 2.871 -0.050  -0.42
C4 0.172 -0.942 -1.257  -0.33
C5 -1.640 -2.554 -0.622  0.26
C6 3.365 -1.212 0.778  -0.23
C7 -4.531 0.670 0.343  0.79
C8 4.174 1.131 1.399  -0.39
C9 1.156 -1.265 -0.116  0.68
C10 3.414 -0.115 1.842  -0.40
C11 4.025 0.842 -1.128  -0.41
C12 -2.213 0.980 -0.540  0.66
C13 -2.149 -0.445 -0.511  -0.09
C14 -3.205 -1.240 -0.091  0.36
C15 3.677 1.719 0.078  -0.41
H1 -1.077 -3.449 -0.790  0.21
H2 2.598 1.875 0.124  0.21
H3 4.985 0.354 -0.953  0.20
H4 4.141 1.467 -2.016  0.22
H5 -4.510 3.134 -0.690  0.21
H6 3.887 -0.519 2.739  0.21
H7 4.081 1.888 2.180  0.21
H8 3.351 -0.925 -2.167  0.19
H9 -2.758 3.350 -0.402  0.24
H10 -5.838 -2.136 -0.081  0.21
H11 4.352 -1.392 0.349  0.19
H12 -5.092 -2.243 1.524  0.22
H13 2.121 0.329 -1.945  0.21
H14 0.143 0.135 -1.448  0.27
H15 4.145 2.697 -0.055  0.21
H16 3.005 -2.136 1.240  0.24
H17 0.470 -1.479 -2.163  0.22
H18 -6.249 -0.924 1.165  0.25
H19 -3.895 3.184 0.969  0.21
H20 5.236 0.892 1.301  0.19
H21 2.386 0.147 2.099  0.21

Calculated values
SMILES = Cn1c(=O)c2c(ncn2CC(=O)N2CCCCCC2)n(C)c1=O
LUMO = 0.62 eV
Highest occupied orbital energy = -0.305 hartree

---

Stability comparison, relative energies in eV: (one) 3.055; (two) 0.000

---

(one)
A cluster of 2 separate species, H3N2PS in total. Source: the Open Molecules 2025 dataset; level of theory: the ωB97M-V functional and the def2-TZVPD basis.

Last column: natural (NBO) charge in e.
Element x y z (Å)
S1 -2.651 1.020 0.851  -0.31
P1 0.858 0.828 -1.190  0.50
N1 1.566 -1.336 0.304  -0.44
N2 1.318 -0.489 -0.530  -0.41
H1 -1.356 0.501 0.864  0.15
H2 -2.106 1.391 -0.429  0.15
H3 2.371 -1.915 0.129  0.35

Calculated values
LUMO = -0.65 eV
Highest occupied orbital energy = -0.312 hartree

---

(two)
A cluster of 2 separate species, H3N2PS in total. Source: the Open Molecules 2025 dataset; level of theory: the ωB97M-V functional and the def2-TZVPD basis.

Last column: natural (NBO) charge in e.
Element x y z (Å)
S1 -0.180 -2.616 0.792  -0.21
P1 1.620 -1.716 0.300  0.04
N1 0.395 1.287 -0.352  -0.41
N2 0.202 0.235 -0.971  -0.19
H1 -0.371 1.974 0.099  0.33
H2 1.394 1.569 -0.163  0.34
H3 -0.523 -3.219 -0.282  0.10

Calculated values
LUMO (spin up / spin down) = -0.82 / -0.84 eV
Highest occupied orbital energy (spin up / spin down) = -0.271 / -0.271 hartree

---

Stability comparison, relative energies in eV: (one) 0.000; (two) 1.651

---

(one)
A structure of composition C4H9NO2S. Source: the Open Molecules 2025 dataset; level of theory: the ωB97M-V functional and the def2-TZVPD basis.

Last column: natural (NBO) charge in e.
Element x y z (Å)
S1 -0.114 2.698 -0.131  -0.07
O1 0.119 -2.568 0.774  -0.59
O2 -1.265 -2.409 -1.000  -0.55
N1 1.039 -0.144 -1.132  -0.86
C1 -0.161 -0.434 -0.348  -0.14
C2 0.538 1.640 1.020  -0.35
C3 -0.058 0.235 1.040  -0.46
C4 -0.486 -1.953 -0.204  0.67
H1 1.254 -0.899 -1.767  0.37
H2 0.609 -0.402 1.631  0.22
H3 0.498 2.058 2.024  0.23
H4 -1.038 -0.030 -0.855  0.21
H5 2.609 1.385 0.768  0.17
H6 -1.058 0.262 1.474  0.23
H7 1.791 1.451 0.681  0.01
H8 -0.939 -2.348 1.004  0.51
H9 0.901 0.717 -1.639  0.39

Calculated values
LUMO = -1.45 eV
Highest occupied orbital energy = -0.319 hartree

---

(two)
A cluster of 2 separate species, C4H9NO2S in total. Source: the Open Molecules 2025 dataset; level of theory: the ωB97M-V functional and the def2-TZVPD basis.

Last column: natural (NBO) charge in e.
Element x y z (Å)
S1 -2.379 -0.117 1.393  -0.21
O1 -0.307 -1.613 0.274  -0.45
O2 0.112 -0.167 -1.615  -0.75
N1 1.274 1.994 -1.267  -0.89
C1 0.812 1.353 -0.045  -0.29
C2 -0.691 -2.528 1.219  -0.26
C3 -0.291 0.556 -0.460  -0.05
C4 -0.970 -0.499 0.410  0.35
H1 -1.348 0.966 -0.833  0.21
H2 -0.658 -2.091 2.156  0.19
H3 2.632 1.709 -1.444  0.41
H4 0.794 3.056 -1.082  0.41
H5 1.580 0.891 0.599  0.21
H6 -1.718 -2.816 0.973  0.20
H7 -0.012 -3.481 1.252  0.19
H8 0.598 0.663 -2.162  0.50
H9 0.574 2.126 0.631  0.20

Calculated values
LUMO = -0.02 eV
Highest occupied orbital energy = -0.317 hartree

---

(three)
An isolated molecule of C4H9NO2S. Source: the Open Molecules 2025 dataset; level of theory: the ωB97M-V functional and the def2-TZVPD basis.

Last column: natural (NBO) charge in e.
Element x y z (Å)
S1 0.664 2.187 -2.105  0.12
O1 -2.055 -1.548 1.425  -0.74
O2 0.099 -2.295 1.262  -0.79
N1 -0.408 0.055 1.377  -0.51
C1 -0.867 -1.324 1.827  0.50
C2 0.852 0.239 0.761  -0.19
C3 0.851 -0.209 -0.787  -0.54
C4 0.007 0.693 -1.490  -0.15
H1 1.592 -0.158 1.465  0.25
H2 0.962 1.332 0.742  0.21
H3 -0.467 -2.639 0.553  0.46
H4 -0.703 0.206 -2.160  0.24
H5 1.817 1.609 -2.483  0.14
H6 -1.114 0.496 0.805  0.37
H7 0.332 -1.157 -0.870  0.26
H8 -0.651 -1.400 2.907  0.10
H9 1.903 -0.258 -1.059  0.27

Calculated values
LUMO = -3.37 eV
Highest occupied orbital energy = -0.294 hartree

---

Stability comparison, relative energies in eV: (one) 0.159; (two) 0.000; (three) 0.451

---

(one)
An isolated molecule of C3H6Cl2OSi. Source: the Open Molecules 2025 dataset; level of theory: the ωB97M-V functional and the def2-TZVPD basis.

Last column: natural (NBO) charge in e.
Element x y z (Å)
Cl1 3.302 -1.204 -1.037  -0.33
Cl2 2.628 0.430 1.725  -0.33
Si1 2.016 -0.040 -0.069  1.68
O1 0.559 -1.176 0.461  -1.05
C1 -0.811 -1.918 0.923  -0.21
C2 1.218 1.375 -1.041  -0.66
C3 0.591 2.442 -0.537  -0.29
H1 -0.910 -2.707 0.180  0.21
H2 1.549 1.314 -2.034  0.22
H3 -1.462 -1.112 1.221  0.21
H4 0.028 2.506 0.298  0.20
H5 0.596 3.310 -1.211  0.19
H6 -0.584 -2.678 1.801  0.18

Calculated values
SMILES = C=C[Si](Cl)(Cl)OC
LUMO = 0.36 eV
Highest occupied orbital energy = -0.334 hartree

---

(two)
An isolated molecule of C3H6Cl2OSi. Source: the Open Molecules 2025 dataset; level of theory: the ωB97M-V functional and the def2-TZVPD basis.

Last column: natural (NBO) charge in e.
Element x y z (Å)
Cl1 -2.937 -1.225 -0.355  -0.31
Cl2 2.763 -0.680 -0.083  0.50
Si1 -1.273 -0.335 0.070  1.56
O1 2.095 -0.880 1.302  -0.86
C1 1.211 0.210 -1.384  -0.31
C2 -1.198 0.749 1.527  -1.14
C3 0.036 -0.564 -1.216  -0.92
H1 -1.836 1.535 1.458  0.25
H2 -0.249 1.168 1.601  0.28
H3 1.958 -0.032 -2.122  0.21
H4 -1.462 0.132 2.409  0.27
H5 -0.251 -1.346 -2.029  0.26
H6 1.143 1.269 -1.179  0.21

Calculated values
LUMO (spin up / spin down) = -0.56 / -0.56 eV
Highest occupied orbital energy (spin up / spin down) = -0.287 / -0.287 hartree

---

Stability comparison, relative energies in eV: (one) 0.000; (two) 4.449